1.
Below is one molecule with the formula C20H31N5O4, with properties calculated with the ωB97M-V functional and the def2-TZVPD basis.

Geometry (Å):
C: -1.78128 -8.31620 -3.87611
C: -0.48286 -7.52247 -3.77018
C: 0.69742 -8.49224 -3.69887
C: -0.43987 -6.56733 -2.55927
N: -1.18567 -6.95788 -1.38564
N: -2.56969 -6.83472 -1.31506
C: -2.92934 -7.28605 -0.05239
C: -4.36987 -7.23694 0.35246
C: -4.64790 -8.24516 1.45814
O: -4.66397 -7.92398 2.63259
N: -4.86235 -9.51767 1.05334
C: -4.43862 -10.23196 -0.16576
C: -4.04562 -11.43605 0.73162
C: -2.54991 -11.57547 0.97139
N: -1.78905 -12.22576 -0.09051
C: -1.48118 -13.64624 0.04914
C: -1.18100 -11.43893 -1.01370
O: -1.45186 -10.24971 -1.12874
C: -0.06636 -12.04069 -1.83593
C: 1.22278 -12.05057 -1.00732
O: 1.86694 -13.07642 -0.86568
N: 1.57125 -10.86962 -0.45431
C: 2.75566 -10.78316 0.35027
C: 2.85890 -9.64938 1.31566
C: 2.65338 -11.05288 1.82286
C: -4.71821 -10.69340 1.91360
C: -1.85711 -7.78844 0.58446
C: -0.70387 -7.63051 -0.29159
O: 0.46146 -8.00377 -0.16868
H: -1.90533 -8.95931 -3.00550
H: -2.65816 -7.67066 -3.95572
H: -1.75079 -8.94637 -4.76708
H: -0.36776 -6.89711 -4.66068
H: 0.63785 -9.07652 -2.77844
H: 0.69280 -9.17885 -4.54782
H: 1.65248 -7.96397 -3.69425
H: 0.58673 -6.44004 -2.21621
H: -0.80950 -5.57925 -2.85391
H: -2.90449 -5.91568 -1.58420
H: -4.62995 -6.25371 0.74580
H: -4.99165 -7.43960 -0.52218
H: -5.27837 -10.43003 -0.83392
H: -3.61520 -9.77296 -0.70854
H: -4.49436 -12.39018 0.45668
H: -2.12583 -10.58168 1.12762
H: -2.38999 -12.15106 1.88620
H: -1.66619 -14.18325 -0.88021
H: -0.44641 -13.81775 0.35143
H: -2.14115 -14.06495 0.80528
H: -0.24724 -13.06453 -2.14855
H: 0.06292 -11.40791 -2.71280
H: 1.01410 -10.02974 -0.58545
H: 3.65143 -11.12267 -0.15227
H: 3.83114 -9.19578 1.44589
H: 2.02306 -8.96498 1.35140
H: 1.67165 -11.30650 2.19983
H: 3.47705 -11.56297 2.30178
H: -4.08865 -10.50847 2.78624
H: -5.67452 -11.10180 2.24096
H: -1.83638 -8.26883 1.54779

Forces on the atoms, in the same order (eV/Å):
C -0.098 0.172 -0.131
C 0.223 -0.297 0.220
C 0.004 0.000 0.003
C -0.327 0.246 -0.181
N 0.201 -0.123 0.095
N 0.007 0.002 0.005
C -0.002 0.004 -0.007
C -0.001 -0.001 0.002
C -0.002 -0.005 -0.003
O 0.000 0.001 0.001
N 0.003 0.005 0.008
C -0.002 0.001 -0.001
C 0.006 0.000 -0.002
C 0.002 0.002 0.005
N -0.006 -0.005 -0.008
C 0.004 0.000 0.008
C -0.005 0.006 -0.006
O 0.002 -0.002 0.003
C 0.002 0.004 0.000
C 0.000 -0.006 0.000
O 0.000 0.002 0.000
N -0.006 -0.005 0.004
C -0.002 0.004 0.001
C 0.001 -0.003 -0.003
C 0.000 -0.003 -0.001
C 0.000 -0.005 -0.004
C 0.005 -0.005 -0.002
C -0.008 0.004 -0.004
O 0.003 -0.002 0.000
H 0.000 -0.001 -0.003
H 0.001 0.002 0.000
H 0.001 0.000 0.001
H -0.002 0.000 0.001
H -0.002 -0.001 0.000
H -0.001 -0.001 -0.001
H -0.001 0.002 -0.001
H -0.001 0.000 0.001
H 0.000 0.000 0.000
H -0.002 -0.002 -0.001
H 0.000 0.000 0.000
H 0.000 -0.001 0.000
H 0.000 -0.001 0.000
H 0.000 0.000 0.002
H -0.002 0.001 0.000
H 0.001 0.001 0.000
H -0.001 0.001 0.001
H 0.002 0.002 -0.001
H 0.001 -0.001 0.000
H -0.004 0.000 -0.003
H 0.002 0.000 0.001
H -0.004 0.000 0.000
H 0.005 0.001 -0.003
H 0.002 0.001 0.002
H -0.001 0.003 0.000
H 0.001 0.001 0.001
H 0.000 0.001 0.000
H 0.000 0.000 -0.001
H -0.001 0.000 0.001
H 0.000 0.001 0.001
H -0.001 0.001 0.001

Values from the calculation:
- Strongest force on any atom: 0.009 Eh/bohr
- ΔE to the lowest compared entry with this formula, charge and spin: 114.9 kJ/mol
- HOMO energy: -8.60 eV
- Net charge: 0
- Frontier orbital gap: 0.3363 Ha

Mulliken population analysis, charges in e, atoms 1 to 8: -1.206 0.932 -1.372 -1.298 0.376 -0.197 -0.019 -0.927

=====

2.
Below is a 2-piece molecular cluster, C3H3ClO2 overall, with properties calculated with the ωB97M-V functional and the def2-TZVPD basis.

Geometry (Å):
C: -1.29710 1.64545 -1.71335
C: -1.42119 0.27833 -1.49467
C: -1.67070 0.40540 1.13493
O: -1.63455 2.74639 -1.78100
O: -0.15301 0.96625 -1.67464
Cl: -0.91055 -1.09842 1.62739
H: -1.59609 -0.59338 -1.96209
H: -2.79794 0.31292 1.40860
H: -1.08843 1.31866 1.41486

Forces on the atoms, in the same order (eV/Å):
C -0.861 -1.385 0.466
C 1.036 2.399 0.215
C -1.417 -0.381 2.900
O -0.830 2.751 -0.349
O 1.443 -1.032 0.173
Cl -0.127 0.842 -0.570
H -0.719 -2.892 -1.468
H 2.104 0.617 -0.889
H -0.629 -0.918 -0.478

Values from the calculation:
- Strongest force on any atom: 0.065 Eh/bohr
- ΔE to the lowest compared entry with this formula, charge and spin: 289.1 kJ/mol
- HOMO energy (spin up / spin down): -8.30 / -11.05 eV
- Multiplicity: 3
- Expectation value of S²: 2.010
- Net charge: 0
- Frontier orbital gap (spin up / spin down): 0.3369 / 0.3413 Ha

Mulliken population analysis, charges in e, atoms 1 to 8: 0.834 -0.470 -0.502 -0.445 -0.291 -0.126 0.373 0.305

=====

3.
Below is a 2-piece molecular cluster, C8H8N6O overall, with properties calculated with the ωB97M-V functional and the def2-TZVPD basis.

Geometry (Å):
C: -0.07520 -0.19509 0.67175
C: -1.25574 0.04092 0.55899
C: -4.71238 -0.06476 -0.08835
C: 3.32607 2.15618 -0.69590
C: -3.60712 -0.68156 0.60224
C: 2.12513 1.49303 -0.70286
C: 0.81951 -2.24806 -1.07954
C: 1.27010 -0.25269 0.92682
N: -4.24924 0.93129 -0.81800
N: 4.05070 1.58845 0.23463
N: -3.02510 1.03651 -0.66137
N: 3.39805 0.62768 0.87500
N: -2.57655 0.12858 0.27287
N: 2.14894 0.60832 0.32887
O: 1.72927 -0.92747 1.99516
H: -5.81755 -0.32410 -0.13503
H: 3.73765 3.07928 -1.36354
H: -3.58918 -1.29449 1.48921
H: 1.36785 1.63183 -1.43455
H: 0.75015 -3.24362 -0.70739
H: -0.17739 -1.85731 -1.33496
H: 1.79901 -1.75887 -1.09726
H: 2.56302 -0.47404 2.16321

Forces on the atoms, in the same order (eV/Å):
C -0.912 0.616 0.119
C -0.168 -0.152 -0.143
C -0.865 -3.028 1.845
C 0.080 1.714 -1.976
C -2.556 1.658 0.012
C -0.891 0.570 -0.510
C -0.410 0.087 -0.106
C -0.909 -0.698 0.424
N -1.376 0.111 -0.790
N 1.829 -1.380 2.538
N 3.786 1.716 -0.021
N 0.393 1.950 -1.073
N -0.676 -0.265 -1.018
N 1.688 0.505 -0.933
O -0.436 0.286 -0.551
H 1.866 0.188 0.351
H -1.232 -2.737 1.781
H 0.084 -0.396 -0.388
H -0.943 -0.226 0.114
H 0.343 -0.600 0.283
H 1.092 0.348 -0.141
H -0.775 -0.074 -0.360
H 0.991 -0.194 0.545

Values from the calculation:
- Strongest force on any atom: 0.081 Eh/bohr
- ΔE to the lowest compared entry with this formula, charge and spin: 268.6 kJ/mol
- HOMO energy (spin up / spin down): -8.76 / -7.43 eV
- Net charge: 0
- Frontier orbital gap (spin up / spin down): 0.2814 / 0.2705 Ha

Mulliken population analysis, charges in e, atoms 1 to 8: 0.108 1.223 -0.330 -0.327 -0.249 -0.010 -0.925 -1.039

=====

4.
Below is C12H21N5O3Pd as an isolated structure, with properties calculated with the ωB97M-V functional and the def2-TZVPD basis.

Geometry (Å):
Pd: 1.04764 -0.45533 0.31151
C: -2.91965 -2.07472 0.36908
C: -1.63075 -1.44155 0.79873
N: -0.47503 -1.84070 0.29464
O: -0.66914 -2.56504 -0.93157
C: -1.67777 -0.45496 1.81550
C: -2.91488 -0.15552 2.61721
N: -0.52677 0.21281 1.99551
O: -0.46925 1.07696 2.88975
H: -2.88839 -2.38793 -0.66689
H: -3.74849 -1.38668 0.51768
H: -3.10674 -2.96190 0.97898
H: 0.05099 -3.20617 -0.91237
H: -3.39171 -1.06267 2.99433
H: -3.65918 0.40316 2.04040
H: -2.61570 0.46216 3.46180
N: 4.31856 1.24688 1.98885
C: 3.49705 0.41468 1.33023
O: 2.76284 0.84099 0.42309
C: 3.50691 -1.04542 1.66341
C: 2.06585 -1.57282 1.66765
H: 4.24634 2.23632 1.82079
H: 4.83860 0.92910 2.78525
H: 4.03265 -1.22423 2.60628
H: 4.08061 -1.52550 0.86643
H: 1.59211 -1.37412 2.62680
H: 2.04137 -2.64212 1.48074
C: -1.81026 0.35424 -4.36503
C: -1.02067 0.85777 -3.20159
C: -0.55182 2.11221 -2.87824
C: 0.13481 1.96329 -1.65455
N: 0.08574 0.70090 -1.26708
N: -0.61851 0.04444 -2.20781
C: 0.83045 3.00019 -0.83522
H: -1.98146 1.15910 -5.07656
H: -2.78022 -0.03143 -4.04661
H: -1.28029 -0.45002 -4.87793
H: -0.69125 3.02368 -3.43769
H: -0.73936 -0.95757 -2.10835
H: 0.43226 3.98819 -1.06112
H: 1.90080 2.99827 -1.04248
H: 0.70174 2.79107 0.22645

Forces on the atoms, in the same order (eV/Å):
Pd 0.864 -0.442 -0.254
C -0.091 -0.011 -0.060
C -0.047 -0.069 0.264
N -0.349 0.355 -0.295
O 0.120 -0.222 0.061
C 0.005 -0.293 -0.045
C 0.143 -0.029 -0.072
N -0.566 0.487 0.102
O 0.125 0.143 0.312
H -0.033 -0.031 -0.062
H 0.026 -0.012 0.025
H -0.007 -0.010 0.003
H 0.012 0.093 -0.036
H 0.000 0.018 -0.012
H 0.017 -0.007 0.038
H -0.015 -0.001 0.010
N -0.025 -0.013 -0.009
C 0.089 0.031 -0.114
O -0.110 -0.145 0.185
C -0.116 -0.044 0.139
C -0.042 0.480 -0.205
H -0.016 0.000 -0.035
H 0.012 -0.010 -0.008
H 0.032 -0.060 -0.016
H 0.036 0.023 -0.032
H -0.040 -0.001 0.085
H -0.029 -0.081 -0.086
C 0.027 0.020 0.082
C 0.030 -0.029 0.000
C -0.008 0.080 0.013
C -0.059 0.149 0.021
N 0.026 -0.210 0.067
N -0.009 -0.078 -0.104
C -0.005 -0.070 -0.042
H 0.008 -0.007 0.011
H 0.008 0.013 -0.005
H -0.010 0.019 -0.011
H -0.004 -0.064 0.021
H 0.027 0.011 0.055
H -0.004 0.001 0.018
H 0.000 0.013 -0.009
H -0.022 0.004 -0.001

Values from the calculation:
- Strongest force on any atom: 0.020 Eh/bohr
- ΔE to the lowest compared entry with this formula, charge and spin: 31.8 kJ/mol
- HOMO energy: -6.35 eV
- Net charge: 0
- Frontier orbital gap: 0.2561 Ha

Mulliken population analysis, charges in e, atoms 1 to 8: 0.321 -1.601 0.629 -0.073 -0.559 0.347 -1.682 0.715

=====

5.
Below is one molecule with the formula C3H6S2, with properties calculated with the ωB97M-V functional and the def2-TZVPD basis.

Geometry (Å):
C: -0.86689 -0.45070 0.20455
C: 1.98216 -0.38089 -0.44942
C: -2.06750 0.41169 0.01137
S: 0.64334 0.34824 0.45449
S: 3.62273 -0.01150 0.08752
H: -0.83543 -1.37295 -0.17421
H: 1.89145 -1.35982 -0.83831
H: -2.56694 0.07236 -0.98440
H: -1.95766 1.50007 0.16658
H: -2.99394 0.22788 0.77117
H: 3.14869 1.01564 0.75064

Forces on the atoms, in the same order (eV/Å):
C 1.274 4.407 1.437
C -0.773 0.899 1.368
C -3.447 -0.992 0.574
S 0.104 -0.923 -0.969
S -0.574 -0.469 -0.359
H 0.019 -3.535 -1.291
H -0.388 -0.811 -0.601
H 0.872 1.239 1.345
H 0.430 -0.560 -0.752
H 2.191 -0.154 -1.311
H 0.290 0.898 0.561

Values from the calculation:
- Strongest force on any atom: 0.093 Eh/bohr
- ΔE to the lowest compared entry with this formula, charge and spin: 346.2 kJ/mol
- HOMO energy (spin up / spin down): -7.42 / -7.27 eV
- Net charge: 0
- Frontier orbital gap (spin up / spin down): 0.2775 / 0.2691 Ha

Mulliken population analysis, charges in e, atoms 1 to 8: -0.361 -0.275 -0.827 -0.061 -0.143 0.447 0.341 0.216

=====

6.
Below is C3H5NO as an isolated structure, with properties calculated with the ωB97M-V functional and the def2-TZVPD basis.

Geometry (Å):
O: 2.11672 -0.33516 -0.20285
C: 0.96190 -0.22616 0.08920
C: 0.16553 0.99127 0.41320
N: -0.87015 0.32294 -0.39033
C: -0.23221 -1.00348 -0.35562
H: -0.02920 1.09338 1.48432
H: 0.50311 1.94160 -0.00415
H: -1.79763 0.35607 0.01429
H: -0.58731 -1.70196 0.40745
H: -0.18508 -1.49549 -1.32903

Forces on the atoms, in the same order (eV/Å):
O 0.291 -0.335 0.563
C 2.509 0.035 -1.287
C -0.470 0.252 0.323
N -1.794 0.351 0.024
C -0.542 -0.201 0.144
H -0.217 0.017 0.028
H 0.205 -0.158 0.111
H -0.020 0.017 -0.103
H -0.200 0.048 0.032
H 0.236 -0.027 0.167

Values from the calculation:
- Strongest force on any atom: 0.055 Eh/bohr
- ΔE to the lowest compared entry with this formula, charge and spin: 147.4 kJ/mol
- HOMO energy: -9.72 eV
- Net charge: 0
- Frontier orbital gap: 0.3909 Ha

Mulliken population analysis, charges in e, atoms 1 to 8: -0.532 0.401 -0.292 -0.457 -0.293 0.226 0.248 0.226

=====

Asked for electronic energy across the records above, the calculation gives -1355.4412 -726.5624 -713.1156 -1097.1230 -914.1438 -247.2511 Eh in order.